[1]
One molecule with the formula C2H2N2S at a distorted geometry. Source: OMol25; level of theory: wB97M-V/def2-TZVPD.

Calculated values
E_LUMO ... -0.2 eV
Relative energy (zero: lowest compared OMol25 entry of this formula, charge and spin) ... 120.1 kJ/mol
HOMO energy ... -9.76 eV
SMILES ... N#C/C=N\S
Maximum force ... 1.61 eV Å⁻¹

```
7
Properties=species:S:1:pos:R:3:mulliken_charge:R:1
N 1.17 -0.77 -2.18 -0.336
C 0.63 -0.75 -1.15 0.146
C -0.18 -0.80 0.07 0.108
N -0.45 0.17 0.83 -0.332
S -0.11 1.75 0.44 -0.087
H -0.49 -1.82 0.35 0.319
H -0.56 2.23 1.66 0.181
```

***

[2]
An isolated ion of composition C2H2N3OS and charge -1 at a distorted geometry. Source: OMol25; level of theory: wB97M-V/def2-TZVPD.

Calculated values
E_LUMO (spin up / spin down) ... 3.2 / 3.9 eV
Relative energy (zero: lowest compared OMol25 entry of this formula, charge and spin) ... 406.4 kJ/mol
HOMO energy (spin up / spin down) ... -1.98 / -3.04 eV
Charge ... -1
Maximum force ... 4.56 eV Å⁻¹

```
9
Properties=species:S:1:pos:R:3:mulliken_charge:R:1
C 0.54 -0.18 -0.48 -0.178
C -0.25 1.18 1.22 -0.211
N -0.58 -0.78 -0.36 0.222
N 0.83 0.79 0.53 0.063
N -0.90 -1.99 -0.81 -0.494
O -0.12 1.97 2.17 -0.468
S -2.34 -2.28 -1.43 -0.485
H 1.27 -0.15 -1.33 0.285
H 1.55 1.44 0.48 0.267
```

***

[3]
One molecule with the formula C2H2N3P at a distorted geometry. Source: OMol25; level of theory: wB97M-V/def2-TZVPD.

Calculated values
E_LUMO ... 0.0 eV
Relative energy (zero: lowest compared OMol25 entry of this formula, charge and spin) ... 143.3 kJ/mol
HOMO energy ... -9.80 eV
SMILES ... N#CN=C=NP
Maximum force ... 4.09 eV Å⁻¹

```
8
Properties=species:S:1:pos:R:3:mulliken_charge:R:1
N -3.55 -0.87 -0.23 -0.429
C -2.63 -0.23 0.08 0.467
N -1.61 0.51 0.24 -0.395
C -0.41 0.40 0.24 0.470
N 0.75 0.29 0.52 -0.242
P 2.30 0.56 -0.16 -0.039
H 2.17 -0.39 -1.40 0.082
H 2.97 -0.26 0.72 0.086
```

***

[4]
A 2-piece molecular cluster, C2H2N3P overall at a distorted geometry. Source: OMol25; level of theory: wB97M-V/def2-TZVPD.

Calculated values
E_LUMO ... -1.1 eV
Relative energy (zero: lowest compared OMol25 entry of this formula, charge and spin) ... 215.2 kJ/mol
HOMO energy ... -10.29 eV
Maximum force ... 3.62 eV Å⁻¹

```
8
Properties=species:S:1:pos:R:3:mulliken_charge:R:1
C -0.01 2.45 0.94 -0.143
C 1.64 -0.80 -0.19 0.275
N -0.26 3.47 0.48 -0.166
N 2.57 -0.17 -0.22 -0.276
N 0.60 -2.98 0.59 -0.432
P 0.10 -1.71 -0.18 0.184
H -0.10 -3.62 0.87 0.252
H -0.13 4.43 0.10 0.307
```

***

[5]
One molecule with the formula C2H2N4 at a distorted geometry. Source: OMol25; level of theory: wB97M-V/def2-TZVPD.

Calculated values
E_LUMO ... -0.7 eV
Relative energy (zero: lowest compared OMol25 entry of this formula, charge and spin) ... 293.6 kJ/mol
HOMO energy ... -10.59 eV
SMILES ... c1cnnnn1
Maximum force ... 4.87 eV Å⁻¹

```
8
Properties=species:S:1:pos:R:3:mulliken_charge:R:1
C 0.90 0.23 -0.05 -0.032
C -0.33 0.82 -0.06 0.023
N -1.47 0.18 0.07 -0.232
N -1.29 -1.21 -0.01 -0.104
N -0.12 -1.77 -0.07 -0.143
N 1.02 -1.02 0.07 -0.187
H 1.84 0.87 0.14 0.302
H -0.56 1.91 -0.09 0.373
```

***

[6]
An isolated ion of composition C2H2N4 and charge +2 at a distorted geometry. Source: OMol25; level of theory: wB97M-V/def2-TZVPD.

Calculated values
E_LUMO ... -12.6 eV
Relative energy (zero: lowest compared OMol25 entry of this formula, charge and spin) ... 0.0 kJ/mol
HOMO energy ... -21.92 eV
Charge ... +2
SMILES ... C#[N+]/N=N/[N+]#C
Maximum force ... 5.96 eV Å⁻¹

```
8
Properties=species:S:1:pos:R:3:mulliken_charge:R:1
C 2.32 -1.72 0.19 0.159
N 1.39 -1.03 0.17 0.444
N 0.44 -0.23 0.33 -0.123
N -0.42 0.02 -0.47 0.033
N -1.45 1.04 -0.07 0.291
C -2.33 1.78 -0.15 0.058
H 3.19 -2.37 0.16 0.606
H -3.13 2.51 -0.17 0.532
```

***

[7]
One molecule with the formula C2H2N4O2 at a distorted geometry. Source: OMol25; level of theory: wB97M-V/def2-TZVPD.

Calculated values
E_LUMO ... -1.0 eV
Relative energy (zero: lowest compared OMol25 entry of this formula, charge and spin) ... 550.6 kJ/mol
HOMO energy ... -10.27 eV
SMILES ... O=C/N=c1\nn[nH]o1
Maximum force ... 5.15 eV Å⁻¹

```
10
Properties=species:S:1:pos:R:3:mulliken_charge:R:1
O -0.06 2.68 -0.59 -0.479
C -0.05 2.04 0.47 0.202
N 0.88 0.98 0.68 -0.446
C 0.41 -0.10 0.10 0.567
N -0.57 -0.11 -0.97 0.038
N -0.63 -1.35 -1.19 -0.344
N 0.28 -2.21 -0.50 -0.028
O 0.75 -1.38 0.54 -0.199
H -0.58 2.29 1.38 0.355
H -0.42 -2.86 0.06 0.335
```

***

[8]
One molecule with the formula C2H2N4O2 at a distorted geometry. Source: OMol25; level of theory: wB97M-V/def2-TZVPD.

Calculated values
E_LUMO ... -0.2 eV
Relative energy (zero: lowest compared OMol25 entry of this formula, charge and spin) ... 498.6 kJ/mol
HOMO energy ... -10.34 eV
SMILES ... [H]/N=c1/onnn1C=O
Maximum force ... 6.22 eV Å⁻¹

```
10
Properties=species:S:1:pos:R:3:mulliken_charge:R:1
H -2.13 0.71 -0.06 0.281
N -1.81 -0.10 -0.75 -0.598
C -0.68 -0.46 -0.43 0.461
O -0.12 -1.52 -0.91 -0.113
N 1.16 -1.40 -0.55 -0.080
N 1.46 -0.43 0.14 -0.298
N 0.22 0.03 0.53 0.261
C 0.34 1.35 1.07 0.176
O -0.43 2.28 0.80 -0.499
H 1.32 1.21 1.46 0.409
```

***

[9]
C2H2N4O2 as an isolated structure at a distorted geometry. Source: OMol25; level of theory: wB97M-V/def2-TZVPD.

Calculated values
E_LUMO ... -2.0 eV
Relative energy (zero: lowest compared OMol25 entry of this formula, charge and spin) ... 738.5 kJ/mol
HOMO energy ... -10.21 eV
Maximum force ... 7.13 eV Å⁻¹

```
10
Properties=species:S:1:pos:R:3:mulliken_charge:R:1
C 1.13 0.19 0.08 0.636
C -1.59 0.22 0.05 0.504
H 2.57 -0.71 -0.61 0.280
H -1.16 -1.70 -0.35 0.300
N 2.41 0.28 -0.40 -0.498
N 0.47 1.52 0.26 -0.074
N -0.81 1.53 0.29 -0.187
N -0.66 -0.79 -0.26 -0.202
O -2.82 0.18 -0.11 -0.453
O 0.45 -0.71 1.05 -0.305
```

***

[10]
One molecule with the formula C2H2N4O2 at a distorted geometry. Source: OMol25; level of theory: wB97M-V/def2-TZVPD.

Calculated values
E_LUMO ... -1.9 eV
Relative energy (zero: lowest compared OMol25 entry of this formula, charge and spin) ... 630.0 kJ/mol
HOMO energy ... -9.88 eV
SMILES ... [H]/N=c1/nnc(O)no1
Maximum force ... 6.28 eV Å⁻¹

```
10
Properties=species:S:1:pos:R:3:mulliken_charge:R:1
H -2.89 0.84 -0.33 0.285
N -2.64 -0.11 -0.05 -0.573
C -1.33 -0.08 -0.14 0.669
N -0.69 -1.22 0.06 -0.185
N 0.60 -1.15 0.20 -0.103
C 1.24 0.10 -0.05 0.432
O 2.48 -0.22 -0.17 -0.357
N 0.77 1.27 0.25 -0.281
O -0.70 1.09 0.00 -0.239
H 2.80 0.58 -0.38 0.352
```

***

[11]
One molecule with the formula C2H2N4O3 at a distorted geometry. Source: OMol25; level of theory: wB97M-V/def2-TZVPD.

Calculated values
E_LUMO ... -0.9 eV
Relative energy (zero: lowest compared OMol25 entry of this formula, charge and spin) ... 301.8 kJ/mol
HOMO energy ... -10.40 eV
SMILES ... O=c1ncn([N+](=O)[O-])[nH]1
Maximum force ... 4.22 eV Å⁻¹

```
11
Properties=species:S:1:pos:R:3:mulliken_charge:R:1
O 1.34 1.04 -2.43 -0.467
C 0.87 0.77 -1.39 0.264
N 0.13 1.73 -0.58 -0.384
C -0.41 1.08 0.38 0.099
N -0.12 -0.36 0.39 0.172
N -0.41 -1.43 1.16 1.063
O -1.04 -1.28 2.18 -0.599
O 0.10 -2.45 0.82 -0.612
N 0.81 -0.45 -0.69 -0.271
H -1.01 1.62 1.14 0.424
H 1.61 -1.15 -0.77 0.311
```

***

[12]
One molecule with the formula C2H2N4O3 at a distorted geometry. Source: OMol25; level of theory: wB97M-V/def2-TZVPD.

Calculated values
E_LUMO (spin up / spin down) ... -1.1 / -1.1 eV
Relative energy (zero: lowest compared OMol25 entry of this formula, charge and spin) ... 526.5 kJ/mol
HOMO energy (spin up / spin down) ... -8.72 / -8.72 eV
Maximum force ... 5.99 eV Å⁻¹

```
11
Properties=species:S:1:pos:R:3:mulliken_charge:R:1
C -0.79 -1.50 0.26 0.389
C -1.54 0.74 0.04 0.251
N -1.66 -0.74 0.41 -0.214
N -0.22 1.01 -0.17 0.245
N 0.71 0.14 -0.30 -0.701
N 1.93 0.54 0.12 1.193
O -2.44 1.44 0.08 -0.389
O 2.87 -0.23 0.09 -0.653
O 2.03 1.75 0.31 -0.744
H -0.32 -2.56 0.08 0.334
H 0.23 1.93 0.07 0.288
```

***

[13]
One molecule with the formula C2H2N6 at a distorted geometry. Source: OMol25; level of theory: wB97M-V/def2-TZVPD.

Calculated values
E_LUMO ... -1.5 eV
Relative energy (zero: lowest compared OMol25 entry of this formula, charge and spin) ... 233.9 kJ/mol
HOMO energy ... -10.10 eV
SMILES ... [H]/N=c1\nncnnn1
Maximum force ... 2.98 eV Å⁻¹

```
10
Properties=species:S:1:pos:R:3:mulliken_charge:R:1
H -1.34 1.26 -1.27 0.306
N -1.20 0.32 -1.68 -0.545
C -0.06 0.15 -1.13 0.582
N 0.74 1.16 -0.40 -0.239
N 0.69 1.10 0.87 -0.105
C 0.04 -0.06 1.43 0.066
N 0.03 -1.28 1.04 -0.181
N 0.73 -1.70 -0.15 -0.084
N 0.77 -0.96 -1.14 -0.202
H -0.40 0.02 2.42 0.402
```

***

[14]
An isolated ion of composition C2H2NO and charge -1 at a distorted geometry. Source: OMol25; level of theory: wB97M-V/def2-TZVPD.

Calculated values
E_LUMO ... 5.0 eV
Relative energy (zero: lowest compared OMol25 entry of this formula, charge and spin) ... 384.7 kJ/mol
HOMO energy ... -1.55 eV
Charge ... -1
SMILES ... [O-]N1C=C1
Maximum force ... 3.30 eV Å⁻¹

```
6
Properties=species:S:1:pos:R:3:mulliken_charge:R:1
O 2.55 0.05 -0.42 -0.677
N 1.73 -0.20 0.54 -0.193
C 0.27 -0.78 0.16 -0.448
C 0.41 0.48 0.54 -0.126
H 0.00 -1.42 -0.70 0.242
H -0.24 1.39 0.22 0.202
```

***

[15]
C2H2NO2 as an isolated structure at a distorted geometry. Source: OMol25; level of theory: wB97M-V/def2-TZVPD.

Calculated values
E_LUMO ... 4.7 eV
Relative energy (zero: lowest compared OMol25 entry of this formula, charge and spin) ... 129.2 kJ/mol
HOMO energy ... -2.96 eV
Charge ... -1
Maximum force ... 3.27 eV Å⁻¹

```
7
Properties=species:S:1:pos:R:3:mulliken_charge:R:1
C 0.47 -0.36 -0.14 -0.197
C -0.69 1.19 -0.13 0.570
N -0.03 -1.40 0.39 -0.502
O -1.81 0.78 -0.35 -0.594
O -0.09 2.22 0.04 -0.616
H 1.67 -0.15 -0.49 0.179
H 0.49 -2.26 0.67 0.160
```

***

[16]
One molecule with the formula C2H2NO2P at a distorted geometry. Source: OMol25; level of theory: wB97M-V/def2-TZVPD.

Calculated values
E_LUMO ... -0.1 eV
Relative energy (zero: lowest compared OMol25 entry of this formula, charge and spin) ... 283.5 kJ/mol
HOMO energy ... -9.48 eV
SMILES ... Oc1conp1
Maximum force ... 3.51 eV Å⁻¹

```
8
Properties=species:S:1:pos:R:3:mulliken_charge:R:1
O 0.62 -0.92 0.07 -0.524
C -0.59 -0.34 0.02 0.297
C -0.81 1.02 -0.01 -0.173
O -2.09 1.39 0.01 -0.178
N -3.00 0.35 0.07 -0.245
P -2.20 -1.17 -0.03 0.069
H 0.79 -1.74 -0.32 0.339
H 0.02 1.67 -0.07 0.415
```

***

[17]
One molecule with the formula C2H2NO2P at a distorted geometry. Source: OMol25; level of theory: wB97M-V/def2-TZVPD.

Calculated values
E_LUMO (spin up / spin down) ... 0.5 / -2.6 eV
Relative energy (zero: lowest compared OMol25 entry of this formula, charge and spin) ... 0.0 kJ/mol
2S+1 ... 3
HOMO energy (spin up / spin down) ... -5.68 / -10.40 eV
Maximum force ... 8.07 eV Å⁻¹

```
8
Properties=species:S:1:pos:R:3:mulliken_charge:R:1
C 0.87 -0.79 0.49 -0.037
C 0.30 -0.03 -0.49 0.428
N 1.05 -0.20 -1.75 -0.451
O 2.00 -1.35 0.10 -0.279
O -0.80 0.67 -0.47 -0.437
P 2.37 -1.03 -1.49 -0.004
H 0.63 -1.19 1.48 0.394
H -1.30 0.77 -1.25 0.386
```

***

[18]
An isolated ion of composition C2H2NO2S and charge -1 at a distorted geometry. Source: OMol25; level of theory: wB97M-V/def2-TZVPD.

Calculated values
E_LUMO (spin up / spin down) ... 3.6 / 3.3 eV
Relative energy (zero: lowest compared OMol25 entry of this formula, charge and spin) ... 538.9 kJ/mol
HOMO energy (spin up / spin down) ... -3.70 / -4.32 eV
Charge ... -1
Maximum force ... 5.92 eV Å⁻¹

```
8
Properties=species:S:1:pos:R:3:mulliken_charge:R:1
C 1.37 0.41 0.66 -0.117
C 0.13 0.37 -0.07 -0.184
N 0.38 1.69 0.45 -0.430
O 3.42 -1.38 0.24 -0.598
O 3.96 1.02 -0.08 -0.571
S 2.97 -0.05 -0.26 0.593
H 0.00 0.27 -1.12 0.217
H -0.84 -0.17 0.50 0.090
```

***

[19]
An isolated ion of composition C2H2NO2S and charge -1 at a distorted geometry. Source: OMol25; level of theory: wB97M-V/def2-TZVPD.

Calculated values
E_LUMO ... 3.7 eV
Relative energy (zero: lowest compared OMol25 entry of this formula, charge and spin) ... 180.6 kJ/mol
HOMO energy ... -3.62 eV
Charge ... -1
SMILES ... [H]/N=C(\O)C([O-])=S
Maximum force ... 2.50 eV Å⁻¹

```
8
Properties=species:S:1:pos:R:3:mulliken_charge:R:1
H -0.91 1.48 1.59 0.213
N -0.69 1.16 0.57 -0.501
C -0.13 0.05 0.34 0.110
O 0.32 -0.71 1.52 -0.503
C -0.01 -0.08 -1.53 0.436
O -0.80 0.62 -2.11 -0.516
S 1.16 -1.16 -1.99 -0.533
H 1.04 -1.35 1.60 0.295
```

***

[20]
An isolated ion of composition C2H2NO3 and charge -1 at a distorted geometry. Source: OMol25; level of theory: wB97M-V/def2-TZVPD.

Calculated values
E_LUMO ... 4.3 eV
Relative energy (zero: lowest compared OMol25 entry of this formula, charge and spin) ... 77.5 kJ/mol
HOMO energy ... -5.02 eV
Charge ... -1
SMILES ... O=CNC(=O)[O-]
Maximum force ... 2.84 eV Å⁻¹

```
8
Properties=species:S:1:pos:R:3:mulliken_charge:R:1
O 1.59 1.78 -0.70 -0.649
C 0.95 1.02 0.04 0.070
N -0.20 0.41 -0.23 -0.374
C -0.98 -1.13 0.28 0.653
O -0.92 -1.37 1.46 -0.608
O -1.43 -1.61 -0.73 -0.610
H 1.30 0.80 1.05 0.312
H -0.31 0.09 -1.19 0.206
```